{"formula": "C10H10BrClPd", "method": "ωB97M-V/def2-TZVPD", "spin_multiplicity": 3, "s_squared": 2.006, "largest_force_ev_per_a": 9.15, "charge": -2, "lumo_energy_ev": [5.64, 4.98], "e_homo_ev": [0.41, 0.42], "e_above_lowest_kcal_mol": 7.1, "orbital_gap_ev": [5.24, 4.56], "species": ["C", "C", "C", "H", "C", "C", "H", "H", "H", "H", "Pd", "Cl", "C", "C", "C", "H", "C", "C", "H", "H", "H", "H", "Br"], "coordinates": [[1.764729, 0.405441, -1.217597], [1.106300, -0.163058, -2.347242], [0.659571, -1.482506, -1.987239], [0.944671, 0.339386, -3.305795], [1.074917, -1.726868, -0.642068], [1.699290, -0.544039, -0.150922], [2.075566, -0.400276, 0.846479], [2.163336, 1.400097, -1.144039], [0.115749, -2.183871, -2.629058], [0.955387, -2.638228, -0.059218], [-0.175950, -0.102728, -0.747015], [0.317527, 0.954461, 1.641778], [-5.187862, -0.577892, -0.847573], [-4.941251, -1.986180, -0.892294], [-4.561821, -2.321863, -2.229524], [-5.044831, -2.679592, -0.060678], [-4.577404, -1.118421, -3.006453], [-5.005157, -0.051259, -2.164932], [-5.128031, 0.985305, -2.458269], [-5.485343, 0.001114, 0.028765], [-4.326403, -3.319234, -2.596791], [-4.339235, -1.028151, -4.065308], [-2.232349, 1.689321, -1.541401]], "forces_ev_per_a": [[1.393, -0.202, -0.291], [1.082, -0.485, -1.914], [0.883, -1.226, -1.823], [-0.025, -0.297, 0.509], [1.207, -1.189, 0.360], [3.068, -1.277, -0.306], [0.005, -0.067, -0.208], [-0.063, 0.139, 0.030], [0.263, 0.433, 0.308], [-0.188, 0.286, -0.259], [-7.718, 4.133, 2.657], [-0.713, 0.594, 0.825], [-0.213, -0.445, -0.891], [0.058, 0.681, -0.682], [-0.169, 0.800, 0.233], [0.106, 0.075, -0.072], [-0.605, -0.135, 0.748], [0.040, -1.156, 0.455], [0.174, -0.111, 0.072], [0.140, -0.181, -0.204], [0.047, 0.117, 0.056], [0.017, -0.058, 0.168], [1.213, -0.430, 0.230]]}